# 1
This record from OMol25 describes a 4-piece molecular cluster, C52H45FNO7 overall. The level of theory is ωB97M-V/def2-TZVPD.

Atoms and positions in Å:
C  4.05434  0.83328  2.75819
C  4.04602  0.24241  1.34323
C  4.19230  1.28214  0.23493
C  2.85340  1.81979  -0.34839
O  1.72284  1.58679  0.42626
C  1.42338  2.67409  1.37061
N  0.98260  3.86863  0.60423
C  1.47934  5.08828  1.22677
C  2.92915  5.37411  0.87644
C  0.31056  2.17059  2.22038
F  0.80172  1.59455  3.45240
C  -0.64585  1.08514  1.71330
C  -1.25504  1.32457  0.33789
H  4.61526  1.76489  2.77169
H  3.05402  1.07534  3.08699
H  4.54053  0.14710  3.45124
H  4.90266  -0.42910  1.27706
H  3.14038  -0.33400  1.19209
H  4.80369  2.11287  0.57953
H  4.73886  0.82980  -0.59484
H  2.68101  1.33116  -1.31068
H  2.96214  2.88126  -0.56442
H  -0.03218  3.95922  0.57647
H  0.87497  5.93744  0.89575
H  1.39073  5.04977  2.31697
H  3.59712  4.71278  1.41883
H  3.09193  5.22329  -0.18906
H  3.18352  6.39949  1.14698
H  -0.26499  3.03279  2.55727
H  -0.14466  0.12374  1.74863
H  -1.46337  1.01497  2.43523
H  -0.53029  1.68310  -0.38211
H  -1.64122  0.38094  -0.03849
H  -2.09654  2.01510  0.36189
C  6.70984  -6.85763  0.23523
C  7.18778  -5.55309  0.16361
C  6.71173  -4.58932  1.03464
C  5.74868  -4.92429  1.97699
C  5.25907  -6.22972  2.04124
C  5.74850  -7.19559  1.17094
C  4.20180  -6.60829  3.02448
O  3.79052  -7.74858  3.08857
C  3.66140  -5.53991  3.91087
C  2.63027  -5.84687  4.78932
C  2.11070  -4.86359  5.61265
C  2.62032  -3.57002  5.56739
C  3.65104  -3.25848  4.69857
C  4.17326  -4.24103  3.86784
C  5.26201  -3.87366  2.91896
O  5.73030  -2.75875  2.91069
H  7.08687  -7.61011  -0.44479
H  7.93246  -5.28901  -0.57548
H  7.07519  -3.57214  0.99139
H  5.36534  -8.20434  1.23302
H  2.23746  -6.85351  4.81251
H  1.29865  -5.10093  6.28699
H  2.20507  -2.80069  6.20405
H  4.04474  -2.25304  4.64280
C  1.16732  6.66534  -2.91510
C  0.73847  7.78601  -3.62135
C  -0.59557  7.93011  -3.96377
C  -1.51004  6.94841  -3.60303
C  -1.07321  5.82080  -2.90447
C  0.26482  5.67832  -2.55847
C  -2.01684  4.73823  -2.51759
O  -1.61400  3.77630  -1.90681
C  -3.44777  4.88227  -2.91329
C  -4.34087  3.86783  -2.59539
C  -5.67302  3.98702  -2.94910
C  -6.11897  5.12352  -3.61719
C  -5.23230  6.13687  -3.93616
C  -3.89172  6.02023  -3.58944
C  -2.94673  7.11805  -3.95751
O  -3.34338  8.11274  -4.53146
H  2.20810  6.56118  -2.63757
H  1.44995  8.55144  -3.90311
H  -0.93844  8.79989  -4.50648
H  0.58131  4.79939  -2.00533
H  -3.98034  2.99371  -2.07029
H  -6.36739  3.19423  -2.70374
H  -7.16238  5.21640  -3.88870
H  -5.56748  7.02379  -4.45526
C  -1.32286  -2.80974  -1.07224
C  -1.90151  -1.71025  -1.69547
C  -3.26077  -1.69437  -1.95569
C  -4.04800  -2.78292  -1.60551
C  -3.46341  -3.89600  -0.99183
C  -2.10076  -3.90026  -0.72257
C  -4.27543  -5.08805  -0.62878
O  -3.77982  -6.05615  -0.09093
C  -5.73336  -5.06386  -0.95383
C  -6.50795  -6.17893  -0.66124
C  -7.86204  -6.17339  -0.94459
C  -8.45084  -5.05124  -1.51809
C  -7.68326  -3.93882  -1.81375
C  -6.32220  -3.94183  -1.53717
C  -5.50913  -2.73722  -1.88278
O  -6.03268  -1.76039  -2.37650
H  -0.26309  -2.80918  -0.85615
H  -1.29115  -0.86058  -1.96820
H  -3.72058  -0.83815  -2.42828
H  -1.66096  -4.76004  -0.23739
H  -6.03911  -7.04261  -0.21127
H  -8.46316  -7.04402  -0.71777
H  -9.51099  -5.04690  -1.73453
H  -8.12778  -3.06083  -2.26067

The net charge is -1. The LUMO energy comes out at 0.564 eV. As for the frontier orbital gap: 0.09212 Eh.



# 2
This record from OMol25 describes a 4-piece molecular cluster, C22H32BClF3O12P2 overall. The level of theory is ωB97M-V/def2-TZVPD.

Atoms and positions in Å:
C  -0.92510  -5.11511  2.16560
C  -0.55684  -3.92282  1.19957
C  -0.71570  -2.62425  2.02714
C  -0.20863  -1.38941  1.30065
O  -0.45944  -0.24311  2.17326
P  -0.27500  1.17687  1.45570
C  -0.97854  1.27619  -0.23026
C  -2.41825  0.76823  -0.44458
C  -3.27612  0.23675  0.49169
C  -4.55840  -0.20451  0.16094
C  -4.94918  -0.10255  -1.14831
C  -6.31758  -0.59937  -1.59324
C  -4.11164  0.45690  -2.10007
C  -2.87039  0.88852  -1.74640
B  -1.13044  2.51608  2.61354
C  -0.39780  3.71161  3.30143
O  -2.46649  2.33466  2.84130
P  1.93997  1.48405  1.15085
O  2.39574  2.82298  1.95649
Cl  2.90997  -0.01868  2.13249
H  -1.72912  -4.74151  2.80759
H  -1.23314  -6.01032  1.62982
H  -0.06882  -5.28252  2.82519
H  0.46092  -4.10851  0.84754
H  -1.29931  -3.95455  0.39907
H  -0.33318  -2.70311  3.04965
H  -1.79612  -2.44268  2.12340
H  -0.76625  -1.35076  0.35750
H  0.85172  -1.51233  1.05491
H  -0.31958  0.65525  -0.85587
H  -0.86427  2.29803  -0.61394
H  -2.97033  0.14279  1.53196
H  -5.21136  -0.61641  0.92047
H  -6.29362  -0.68990  -2.68198
H  -6.46362  -1.61560  -1.21492
H  -7.12664  0.05595  -1.26841
H  -4.44846  0.52612  -3.12861
H  -2.23112  1.32441  -2.51221
H  -1.00690  4.10265  4.12259
H  0.55105  3.38979  3.74866
H  -0.25278  4.55725  2.61406
H  -3.02105  2.61895  2.09849
H  2.12550  3.63237  1.49891
C  -6.10130  -4.16381  4.49574
C  -4.97858  -5.16469  4.55282
O  -4.51012  -5.18714  3.21089
C  -4.76760  -3.94914  2.69742
O  -4.27155  -3.52712  1.70556
O  -5.64522  -3.27140  3.47544
F  -5.42758  -6.39621  4.88066
H  -7.04409  -4.61910  4.19005
H  -6.24983  -3.63948  5.43635
H  -4.15918  -4.88777  5.21925
C  4.61259  2.28433  -1.11134
C  5.63955  1.60170  -1.97707
O  4.94789  1.44152  -3.20618
C  4.04562  2.46068  -3.28215
O  3.48796  2.79364  -4.27216
O  3.87604  3.05158  -2.06717
F  5.96241  0.37967  -1.48902
H  3.94171  1.57150  -0.62546
H  5.05726  2.92698  -0.35415
H  6.54324  2.17899  -2.14198
C  6.93616  2.74212  -5.72803
C  7.75681  3.53238  -4.73774
O  9.02328  3.58278  -5.34851
C  8.80794  3.52312  -6.70332
O  9.61190  3.80175  -7.52121
O  7.54071  3.10820  -6.96887
F  7.86873  2.87721  -3.54179
H  7.03452  1.66566  -5.57672
H  5.88048  3.00614  -5.71281
H  7.39657  4.54755  -4.56014

The net charge is +1. The LUMO energy comes out at -4.198 eV. As for the frontier orbital gap: 0.28741 Eh.



# 3
This record from OMol25 describes C18H27IrN6O8PS2 as an isolated structure. The level of theory is ωB97M-V/def2-TZVPD.

Atoms and positions in Å:
Ir  -0.11941  0.87093  -0.12958
N  -3.58418  2.12082  2.33690
C  -2.63168  1.66427  1.57244
S  -1.63259  2.75148  0.78580
N  -2.57795  0.28181  1.51147
N  -1.66707  -0.24318  0.77855
C  -1.47577  -1.63195  0.88614
C  -0.39943  -2.27890  0.26886
C  -0.29709  -3.72901  0.12084
C  0.55675  -4.24411  -0.79638
C  1.48107  -3.44281  -1.39658
C  1.35920  -2.02855  -1.18593
N  0.44918  -1.47914  -0.44519
H  -3.81369  3.13003  2.15113
H  -4.26427  1.51142  2.77776
H  -2.35208  -2.13007  1.37550
H  -0.91906  -4.39203  0.70869
H  0.58411  -5.32230  -1.03456
H  2.35612  -3.72527  -2.00727
H  1.97527  -1.35398  -1.74856
O  -0.16960  2.00380  -3.48082
S  0.04793  0.76907  -2.80887
O  0.21015  -0.53489  -3.44379
O  1.15469  0.91794  -1.73410
O  -1.14858  0.57539  -1.73776
C  4.39951  1.05306  0.98869
C  4.15175  2.30786  1.82716
C  2.81657  2.47447  2.50997
C  2.53324  3.89916  2.94392
C  1.17056  4.05235  3.57840
C  2.71658  1.61439  3.77423
O  3.36305  1.89036  4.77313
N  1.79858  0.58747  3.75830
C  0.89750  0.31622  2.72956
O  0.14495  -0.61624  2.82205
N  0.99655  1.07890  1.63210
C  1.78745  2.16541  1.47827
O  1.68289  2.82974  0.42963
H  5.49364  0.92068  0.92050
H  3.97205  1.13785  -0.01549
H  3.97879  0.18726  1.47807
H  4.28054  3.21700  1.17980
H  4.90743  2.36294  2.59363
H  2.67706  4.44928  1.98204
H  3.30138  4.25889  3.64070
H  0.43446  3.48833  3.05281
H  0.85582  5.11803  3.65666
H  1.20298  3.70702  4.58075
H  1.76661  -0.00905  4.59978
C  -4.51207  -3.22507  -3.76143
P  -3.08861  -2.27660  -3.31024
C  -1.68913  -3.04076  -4.12698
C  -3.33670  -0.70258  -4.14538
O  -2.97855  -2.23707  -1.82424
H  -4.59615  -3.36663  -4.87817
H  -5.36838  -2.81051  -3.35050
H  -4.31147  -4.23645  -3.30338
H  -1.77611  -2.87076  -5.19336
H  -1.74781  -4.11488  -3.89885
H  -0.79730  -2.56921  -3.72724
H  -3.39262  -0.78787  -5.19951
H  -2.54290  -0.01132  -3.83373
H  -4.31411  -0.30244  -3.68636

The net charge is 0. The LUMO energy (spin up / spin down) comes out at -0.166 / -2.571 eV. As for the frontier orbital gap (spin up / spin down): 0.23454 / 0.25437 Eh. The spin multiplicity is 6. Its expectation value of S² is 8.80.



# 4
This record from OMol25 describes a 2-piece molecular cluster, C4H13N3 overall. The level of theory is ωB97M-V/def2-TZVPD.

Atoms and positions in Å:
C  -1.48245  1.48688  -1.16522
C  -1.83592  1.32794  1.40997
C  3.14228  -1.23770  -1.47208
C  -1.79572  0.60556  0.06632
N  0.71656  -1.86381  1.01066
N  2.50382  -1.36445  -0.24090
N  1.21923  -1.17998  -0.17908
H  -1.56335  2.56180  -0.76039
H  -0.42447  1.47057  -1.31398
H  -1.97231  1.15720  -2.12892
H  -1.91691  0.56869  2.27775
H  -2.78421  1.95892  1.64984
H  -1.03397  1.98761  1.47793
H  4.16785  -1.07443  -1.43394
H  2.73400  -1.66192  -2.35523
H  -1.00114  -0.18767  -0.15907
H  -2.77284  0.14766  -0.00334
H  1.25080  -1.72889  1.87596
H  -0.23592  -1.54906  0.86314
H  3.08467  -1.42490  0.58058

The net charge is 0. The LUMO energy (spin up / spin down) comes out at 0.933 / 0.967 eV. As for the frontier orbital gap (spin up / spin down): 0.30387 / 0.30315 Eh.



# 5
This record from OMol25 describes a single C18H15N5O3S molecule. The level of theory is ωB97M-V/def2-TZVPD.

Atoms and positions in Å:
C  -4.04284  6.86796  0.99290
O  -3.53406  5.82111  1.85506
C  -3.01052  4.69420  1.28175
C  -3.12637  4.29270  -0.06157
N  -2.61518  3.11828  -0.50669
C  -1.95610  2.34346  0.35014
C  -1.83779  2.63686  1.70329
C  -1.05709  1.76581  2.58809
C  -0.69259  2.04361  3.90327
N  0.07940  1.08197  4.47201
C  0.17568  0.21683  3.50131
S  0.97897  -1.29462  3.31004
C  0.37874  -1.33495  1.66471
N  0.81470  -2.38207  0.84651
C  0.34823  -2.53368  -0.53028
C  1.47854  -3.03574  -1.39534
C  2.35984  -2.11928  -2.05883
C  3.40035  -2.56717  -2.86396
C  3.49168  -3.94553  -3.11439
C  2.64641  -4.87787  -2.56824
C  1.65795  -4.44383  -1.66742
O  2.94681  -6.13178  -3.10241
C  4.03145  -5.88850  -4.04754
O  4.39048  -4.52197  -3.92594
N  -0.38994  -0.32046  1.28072
N  -0.48455  0.53523  2.35653
C  -2.40098  3.82079  2.18002
H  -3.26400  7.15083  0.21350
H  -4.23118  7.76008  1.60875
H  -4.92482  6.54130  0.54176
H  -3.61160  4.92364  -0.83981
H  -1.50825  1.45388  -0.04724
H  -1.02176  2.88736  4.47907
H  1.44317  -3.06911  1.25957
H  -0.48264  -3.22140  -0.52194
H  -0.04990  -1.59544  -0.89158
H  2.21628  -1.04484  -1.93066
H  4.13012  -1.92404  -3.36544
H  1.00165  -5.18366  -1.27542
H  4.89604  -6.53731  -3.83851
H  3.70211  -6.10173  -5.06393
H  -2.32644  4.11907  3.22817

The net charge is 0. The LUMO energy comes out at 0.434 eV. As for the frontier orbital gap: 0.30161 Eh. The SMILES is COc1cncc(-c2cnc3sc(NCc4ccc5c(c4)OCO5)nn23)c1.



# 6
This record from OMol25 describes a single C3H4Cl2 molecule. The level of theory is ωB97M-V/def2-TZVPD.

Atoms and positions in Å:
C  -0.92373  0.94687  -0.54402
C  -0.46046  -0.19411  -0.11343
Cl  -1.34080  -1.71252  -0.24878
C  0.84092  -0.35110  0.58488
Cl  2.06894  -1.03632  -0.52469
H  -1.81057  0.94867  -1.12279
H  -0.45644  1.94886  -0.33361
H  1.27081  0.55649  0.91123
H  0.81132  -1.10685  1.39122

The net charge is 0. The LUMO energy comes out at 0.821 eV. As for the frontier orbital gap: 0.40011 Eh. The SMILES is C=C(Cl)CCl.